Model a:
Here is a molecular structure, C5H11N2 from the OMol25 dataset. Energies are from ωB97M-V/def2-TZVPD.

Last column: Mulliken charge in e.
Element x y z (Å)
C 1.75 -0.30 0.46  0.175
C -1.09 -1.21 -1.11  -0.871
C -1.25 -1.06 0.37  -0.338
C -0.65 0.30 0.19  0.405
C -1.51 1.47 0.25  -1.118
N 3.02 0.01 0.19  -0.343
N 0.74 0.43 0.02  -0.155
H 1.53 -1.16 1.10  0.339
H -0.19 -1.54 -1.57  0.297
H -1.97 -1.38 -1.72  0.337
H -2.35 -0.93 0.52  0.260
H -0.96 -1.72 1.15  0.374
H -2.02 1.86 1.13  0.312
H -2.32 1.36 -0.58  0.291
H -0.84 2.35 -0.01  0.297
H 3.76 -0.53 0.57  0.243
H 3.29 0.80 -0.40  0.206
H 1.05 1.25 -0.58  0.289

Output
⟨S²⟩ = 2.0204
E_LUMO (alpha / beta) = -3.39 / -5.34 eV
HOMO level (alpha / beta) = -0.37243 / -0.57143 Eh
net charge = +1
2S+1 = 3


Model b:
Here is 3 unconnected molecules or ions with the total composition C5H11N2 from the OMol25 dataset. Energies are from ωB97M-V/def2-TZVPD.

Last column: Mulliken charge in e.
Element x y z (Å)
C -2.14 0.21 0.81  0.208
C 0.38 1.71 -1.55  -1.002
C 0.92 -1.46 1.49  -0.991
C 0.27 0.81 -0.34  -0.072
C 0.41 -1.62 0.19  -0.147
N -2.28 -0.95 0.65  -0.306
N 0.33 -0.63 -0.65  -0.158
H -2.15 1.28 0.89  0.427
H 0.36 1.26 -2.55  0.369
H -0.51 2.48 -1.75  0.348
H 1.25 2.37 -1.36  0.285
H 1.38 -2.42 1.91  0.321
H 1.82 -0.80 1.31  0.314
H 0.11 -1.15 2.04  0.302
H -1.05 1.31 0.23  -0.220
H 0.81 1.03 0.51  0.513
H 0.06 -2.55 -0.16  0.493
H 0.03 -0.87 -1.67  0.314

Output
⟨S²⟩ = 2.0158
E_LUMO (alpha / beta) = -3.86 / -8.48 eV
HOMO level (alpha / beta) = -0.38877 / -0.59669 Eh
net charge = +1
2S+1 = 3


Model c:
Here is a gas-phase ion, C5H11N2 (charge +1) from the OMol25 dataset. Energies are from ωB97M-V/def2-TZVPD.

Last column: Mulliken charge in e.
Element x y z (Å)
C -0.16 -1.56 0.23  0.416
C 0.25 -0.10 0.27  -0.301
C -0.01 1.18 -0.39  0.580
C 0.89 2.30 -0.16  -1.172
C -1.23 1.36 -1.23  -1.117
N -0.86 -2.20 -0.65  -0.569
N 0.45 -2.31 1.42  -0.385
H 1.12 0.14 0.84  0.157
H 1.74 2.06 0.60  0.339
H 0.27 3.16 0.08  0.343
H 1.27 2.67 -1.09  0.365
H -2.00 0.65 -0.82  0.340
H -0.99 1.05 -2.24  0.305
H -1.57 2.44 -1.29  0.366
H -0.91 -3.20 -0.61  0.220
H 1.05 -3.01 1.02  0.359
H -0.34 -2.88 1.84  0.378
H 1.01 -1.74 2.18  0.375

Output
⟨S²⟩ = 2.0177
E_LUMO (alpha / beta) = -3.74 / -6.59 eV
HOMO level (alpha / beta) = -0.37471 / -0.54492 Eh
net charge = +1
2S+1 = 3


Energy ordering: model a at the bottom, the next structure 0.0225 hartree above.


Model a:
Here is a single C9H9NO molecule from the OMol25 dataset. Energies are from ωB97M-V/def2-TZVPD.

Last column: Mulliken charge in e.
Element x y z (Å)
C 1.81 1.57 1.91  -0.985
C -0.28 1.53 0.33  -0.497
C -0.81 0.25 -0.25  0.304
C -2.06 -0.18 -0.65  -0.724
C -2.15 -1.37 -1.35  -0.401
C -1.13 -2.22 -1.51  -0.371
C 0.14 -1.83 -1.11  -0.434
C 0.26 -0.65 -0.44  0.517
C 1.53 -0.02 0.15  0.041
H 2.52 2.38 1.77  0.316
H 2.55 0.72 2.18  0.276
H 1.22 1.73 2.77  0.380
H -0.17 2.31 -0.50  0.165
H -0.76 1.95 1.20  0.345
H -2.94 0.52 -0.51  0.314
H -3.06 -1.85 -1.63  0.342
H -1.28 -3.20 -1.97  0.358
H 0.93 -2.53 -1.26  0.446
N 1.02 1.19 0.77  0.177
O 2.66 -0.31 0.11  -0.566

Output
E_LUMO = 0.81 eV
HOMO level = -0.32762 Eh
SMILES = CN1Cc2ccccc2C1=O


Model b:
Here is a single C9H9NO molecule from the OMol25 dataset. Energies are from ωB97M-V/def2-TZVPD.

Last column: Mulliken charge in e.
Element x y z (Å)
C -1.36 0.26 1.91  -0.314
C -1.93 0.43 0.63  -0.445
C -0.06 0.59 1.95  -0.753
C 1.44 -0.70 -1.23  -0.684
C 1.09 0.31 -2.22  -0.150
C -1.10 -0.19 -1.79  -0.080
C -1.34 -0.03 -0.51  0.295
C 0.86 0.67 0.77  -0.375
C 1.10 -0.67 0.10  0.424
N -0.13 0.52 -2.52  -0.516
O 0.93 -1.79 0.75  -0.527
H -1.99 0.17 2.73  0.514
H -2.88 1.17 0.71  0.237
H 0.36 0.56 2.97  0.309
H 1.64 -1.65 -1.65  0.423
H 1.89 0.71 -2.98  0.308
H -1.23 -1.17 -2.36  0.271
H 0.33 1.41 0.10  0.352
H 1.93 1.01 1.12  0.302
H 0.46 -1.60 1.54  0.409

Output
E_LUMO = 0.70 eV
HOMO level = -0.30410 Eh
SMILES = O/C1=C/C=N\C=C=C/C=C\C1


Energy ordering: model a at the bottom, the next structure 0.1842 hartree above.


Model a:
Here is a single C8H9N3OS molecule from the OMol25 dataset. Energies are from ωB97M-V/def2-TZVPD.

Last column: Mulliken charge in e.
Element x y z (Å)
C 1.38 -0.61 -3.78  -0.273
C 2.64 0.00 -1.83  -0.125
C 0.45 0.21 -1.68  -0.311
C -0.91 2.22 -0.94  -0.503
C -0.78 1.08 0.05  0.108
C 1.39 -2.15 -1.71  -1.302
C 0.20 0.51 2.09  -0.792
C 1.43 -0.69 -2.36  2.014
N 1.39 -0.79 -4.92  -0.456
N 3.56 0.51 -1.43  -0.438
N -0.16 0.01 -0.61  -0.361
O -0.14 1.51 1.13  -0.419
S 0.02 1.80 -2.45  -0.114
H -1.96 2.17 -1.33  0.286
H -0.65 3.24 -0.65  0.396
H -1.78 0.71 0.28  0.342
H 0.74 -2.19 -0.83  0.364
H 2.31 -2.69 -1.53  0.355
H 0.86 -2.74 -2.51  0.342
H 0.22 0.99 3.07  0.267
H 1.08 -0.13 1.69  0.216
H -0.56 -0.22 2.03  0.403

Output
E_LUMO = 0.50 eV
HOMO level = -0.34388 Eh
SMILES = CO[C@H]1CSC(C(C)(C#N)C#N)=N1


Model b:
Here is a molecular structure, C8H9N3OS from the OMol25 dataset. Energies are from ωB97M-V/def2-TZVPD.

Last column: Mulliken charge in e.
Element x y z (Å)
C 2.97 -1.91 -0.08  -0.860
C 1.35 -0.09 -0.13  0.251
C 2.24 1.04 0.12  -0.568
C 1.72 2.26 0.01  -0.527
C 0.24 2.38 -0.23  -0.325
C -0.57 1.39 -0.09  0.193
C -2.33 -0.49 -0.01  0.584
C -0.02 0.10 -0.02  0.291
H 2.84 -3.03 -0.05  0.257
H 3.75 -1.74 -0.79  0.336
H 3.38 -1.51 0.79  0.387
H 3.27 1.02 0.33  0.399
H 2.29 3.25 0.11  0.302
H -0.03 3.44 -0.14  0.297
H -0.81 -1.77 0.16  0.157
H -5.01 -0.22 1.11  0.269
H -5.38 -1.38 -0.57  0.314
N -1.07 -0.87 0.00  -0.157
N -3.33 -1.17 0.03  -0.445
N -4.64 -0.44 -0.12  -0.606
O 1.53 -1.48 -0.28  -0.370
S -2.38 1.23 -0.16  -0.180

Output
E_LUMO = 0.75 eV
HOMO level = -0.28808 Eh


Energy ordering: model a at the bottom, the next structure 0.0765 hartree above.


Model a:
Here is 2 unconnected molecules or ions with the total composition C3H10NOS from the OMol25 dataset. Energies are from ωB97M-V/def2-TZVPD.

Last column: Mulliken charge in e.
Element x y z (Å)
C 1.47 0.72 -2.51  -0.591
O 0.92 0.41 -1.30  -0.323
H 2.10 1.62 -2.53  0.252
H 2.03 -0.13 -2.91  0.289
H 0.64 0.88 -3.22  0.259
C -0.29 -0.13 1.75  -0.560
C -1.31 -0.72 0.77  -0.380
S -2.95 -0.08 1.19  -0.251
N 1.07 -0.56 1.36  -0.704
H -0.37 0.96 1.74  0.331
H -0.50 -0.49 2.76  0.422
H -1.03 -0.40 -0.23  0.202
H -1.26 -1.80 0.85  0.336
H -3.44 -0.05 -0.05  0.111
H 1.22 -0.22 0.41  0.355
H 1.71 -0.02 1.92  0.254

Output
⟨S²⟩ = 0.7538
E_LUMO (alpha / beta) = 0.71 / -2.16 eV
HOMO level (alpha / beta) = -0.32357 / -0.32356 Eh
2S+1 = 2


Model b:
Here is 2 unconnected molecules or ions with the total composition C3H10NOS from the OMol25 dataset. Energies are from ωB97M-V/def2-TZVPD.

Last column: Mulliken charge in e.
Element x y z (Å)
C -0.43 0.91 0.08  -0.542
C -0.63 0.28 1.45  -0.566
S 0.21 -1.29 1.57  -0.134
C -1.17 0.12 -1.00  -0.561
N -1.07 0.76 -2.29  -0.589
H 0.62 0.95 -0.21  0.324
H -0.89 1.91 0.08  0.259
H -1.69 0.23 1.65  0.380
H -0.19 0.94 2.19  0.310
H -2.20 -0.03 -0.68  0.405
H -0.80 -0.93 -0.97  0.305
H -0.12 0.69 -2.63  0.202
H -1.70 0.39 -2.98  0.230
H 2.78 -1.23 1.62  0.293
H 3.70 -1.86 0.58  0.312
O 3.55 -1.82 1.54  -0.629

Output
⟨S²⟩ = 0.7529
E_LUMO (alpha / beta) = 0.87 / -2.14 eV
HOMO level (alpha / beta) = -0.34575 / -0.33739 Eh
2S+1 = 2


Energy ordering: model b at the bottom, the next structure 0.0532 hartree above.


Model a:
Here is 2 unconnected molecules or ions with the total composition C4H11OS from the OMol25 dataset. Energies are from ωB97M-V/def2-TZVPD.

Last column: Mulliken charge in e.
Element x y z (Å)
C 3.44 1.34 0.20  -1.062
C 2.36 0.25 0.27  -0.385
S 0.80 0.78 -0.69  -0.696
H 3.37 2.30 0.63  0.374
H 3.43 1.67 -0.84  0.262
H 4.44 0.84 0.56  0.238
H 2.84 -0.71 -0.36  0.143
H 2.13 0.04 1.31  0.291
H -0.96 0.23 0.55  0.099
C -2.19 -1.53 0.41  -0.198
O -1.66 -0.27 0.99  -0.443
C -3.50 -1.25 -0.52  -0.840
H -2.65 -2.11 1.25  0.248
H -1.34 -2.06 -0.22  0.206
H -4.14 -2.14 -0.64  0.309
H -3.18 -0.71 -1.39  0.269
H -4.13 -0.54 0.18  0.185

Output
E_LUMO = 3.89 eV
HOMO level = -0.10104 Eh
net charge = -1


Model b:
Here is 2 unconnected molecules or ions with the total composition C4H11OS from the OMol25 dataset. Energies are from ωB97M-V/def2-TZVPD.

Last column: Mulliken charge in e.
Element x y z (Å)
C 2.68 -1.30 -0.35  -0.896
C 1.36 -1.40 0.56  -0.544
S -0.15 -1.27 -0.42  -0.622
H 2.73 -0.23 -0.83  0.195
H 2.76 -2.03 -1.19  0.256
H 3.71 -1.53 0.18  0.275
H 1.52 -2.40 0.94  0.278
H 1.53 -0.66 1.40  0.251
H 0.17 1.07 -0.43  0.126
C -1.28 2.15 0.46  -0.163
O -0.23 1.95 -0.47  -0.457
C -2.34 1.04 0.56  -0.883
H -1.86 3.06 0.08  0.215
H -0.98 2.30 1.48  0.216
H -1.84 0.15 0.94  0.204
H -2.79 0.78 -0.50  0.175
H -3.21 1.31 1.12  0.376

Output
E_LUMO = 4.04 eV
HOMO level = -0.09986 Eh
net charge = -1


Energy ordering: model b at the bottom, the next structure 0.0233 hartree above.


Model a:
Here is 2 unconnected molecules or ions with the total composition C4H11OS from the OMol25 dataset. Energies are from ωB97M-V/def2-TZVPD.

Last column: Mulliken charge in e.
Element x y z (Å)
C 3.51 -0.30 -0.91  -0.996
C 2.06 -0.47 -0.41  -0.476
S 1.02 1.01 -0.69  -0.696
H 3.46 -0.35 -2.00  0.224
H 3.80 0.72 -0.68  0.255
H 4.16 -1.07 -0.48  0.346
H 2.07 -0.67 0.66  0.256
H 1.58 -1.31 -0.89  0.246
H -0.38 0.32 0.99  0.097
C -2.32 0.79 0.99  -0.205
O -1.19 0.18 1.54  -0.471
C -3.09 -0.17 0.08  -0.895
H -2.95 1.07 1.84  0.230
H -2.01 1.66 0.40  0.256
H -3.57 0.30 -0.78  0.302
H -2.37 -0.90 -0.29  0.256
H -3.78 -0.81 0.64  0.270

Output
E_LUMO = 4.05 eV
HOMO level = -0.09731 Eh
net charge = -1


Model b:
Here is 2 unconnected molecules or ions with the total composition C4H11OS from the OMol25 dataset. Energies are from ωB97M-V/def2-TZVPD.

Last column: Mulliken charge in e.
Element x y z (Å)
C -0.57 1.37 1.23  -1.064
C 0.23 0.05 1.46  -0.166
S 1.99 0.33 1.12  -0.326
H -1.40 1.48 1.94  0.255
H -0.01 2.28 1.42  0.427
H -0.79 1.45 0.18  0.145
H -0.31 -0.61 0.74  0.099
H 0.09 -0.40 2.45  0.363
H 2.11 -0.76 0.28  0.160
C -0.87 -0.49 -1.91  -0.290
O -0.27 -1.66 -1.74  -0.850
C -2.28 -0.18 -1.23  -0.935
H -0.19 0.51 -1.64  -0.004
H -1.00 -0.38 -3.00  0.392
H -2.14 -0.40 -0.18  0.172
H -2.48 0.88 -1.38  0.250
H -3.12 -0.75 -1.66  0.371

Output
E_LUMO = 3.36 eV
HOMO level = -0.08694 Eh
net charge = -1


Model c:
Here is 2 unconnected molecules or ions with the total composition C4H11OS from the OMol25 dataset. Energies are from ωB97M-V/def2-TZVPD.

Last column: Mulliken charge in e.
Element x y z (Å)
C -0.35 -0.01 1.73  -0.313
O -0.26 0.33 0.40  -0.939
C -0.40 1.29 2.59  -1.150
H 0.63 -0.48 2.09  0.163
H -1.24 -0.68 1.92  0.240
H -0.44 1.05 3.70  0.345
H -1.22 1.97 2.41  0.303
H 0.59 1.76 2.40  0.235
C -0.95 -1.10 -2.07  -0.392
S 0.24 -0.25 -3.14  -0.190
C 1.54 -0.05 -1.87  -0.415
H -0.88 -0.57 -1.06  0.038
H -0.67 -2.13 -2.01  0.228
H -1.93 -1.02 -2.53  0.294
H 2.26 0.73 -2.10  0.315
H 1.01 0.16 -0.86  0.013
H 2.06 -1.01 -1.60  0.225

Output
E_LUMO = 3.60 eV
HOMO level = -0.10969 Eh
net charge = -1


Energy ordering: model a at the bottom, the next structure 0.0514 hartree above.